Here is a molecular structure, C14H17Cl2N3O3 at a distorted geometry from the OMol25 dataset. Energies are from ωB97M-V/def2-TZVPD.

Molar mass = 346.21 g mol⁻¹
Total energy = -1853.58991 a.u.
HOMO energy = -7.08 eV
LUMO = 0.242 eV
Charge = 0
Kohn-Sham gap = 7.32 eV

Cartesian coordinates (Å):
1 C 0.797076 4.330921 -0.598219
2 C 1.882231 3.348175 -0.064516
3 H 2.132275 3.722629 0.943829
4 H 2.718289 3.278592 -0.657855
5 O 1.157189 1.879031 -0.211372
6 C 1.770567 0.994565 0.605323
7 O 2.807368 1.153876 1.242144
8 C 1.092681 -0.211049 0.411666
9 N -0.207444 -0.392626 0.279630
10 N -1.016185 0.510229 0.222376
11 C -2.443957 0.460622 0.175569
12 C -2.950561 -0.961844 0.095898
13 C -4.176465 -1.502674 0.003885
14 C -5.109445 -0.212664 0.028258
15 C -4.693751 0.993883 -0.180126
16 C -3.404901 1.254834 0.155081
17 Cl -2.764524 2.774477 0.030405
18 H -5.427336 1.765634 -0.067520
19 H -6.078000 -0.415554 -0.135848
20 Cl -4.767052 -2.912390 0.287794
21 H -2.170813 -1.856506 0.199716
22 H -0.896468 1.628870 0.322645
23 N 1.871361 -1.218005 0.916413
24 C 1.137752 -2.561191 1.147266
25 H 0.202015 -2.281169 1.137940
26 C 1.210190 -3.269769 -0.407404
27 H 0.716350 -4.480201 -0.318297
28 O 2.455005 -3.291977 -0.978771
29 C 3.006683 -2.255115 -0.952292
30 H 4.107878 -2.483611 -1.398132
31 C 3.212739 -1.405226 0.246007
32 H 3.682516 -0.587697 0.070548
33 H 3.798406 -2.109581 1.005498
34 H 2.522280 -1.691343 -1.787750
35 H 0.469731 -2.751097 -1.065053
36 H 1.830647 -3.029439 1.692883
37 H 0.527267 4.027552 -1.867264
38 H -0.171988 4.390675 0.166060
39 H 1.170386 5.366175 -0.696402

Cartesian forces, eV/Å:
C -1.8 -0.9 -2.1
C -4.5 0.0 0.3
H -0.1 -1.3 -0.1
H 1.8 -0.2 -1.3
O 2.6 4.3 1.8
C 1.8 2.9 -0.8
O -1.7 0.6 -0.8
C -2.6 -2.8 1.4
N 5.5 -4.5 0.3
N -7.2 10.9 -0.1
C 4.3 -13.0 0.0
C 4.2 -3.7 0.5
C -0.4 11.4 0.4
C 1.6 -6.3 -1.5
C -1.3 1.7 1.9
C -0.8 5.3 -1.2
Cl 0.3 4.7 0.0
H -0.2 0.6 -0.6
H -3.7 -0.7 -0.1
Cl -1.7 -5.2 0.6
H -1.0 2.4 -0.2
H 1.3 -3.2 -0.4
N 0.2 -2.5 -0.1
C 5.2 2.1 -7.9
H -5.1 0.5 1.8
C -4.1 -3.2 2.5
H 1.8 3.5 -0.3
O -6.7 -14.2 2.2
C 9.9 12.1 -4.8
H -1.7 1.0 0.8
C -3.7 -8.0 4.2
H 2.9 5.3 -1.0
H -0.8 1.7 -1.3
H 0.4 1.6 0.1
H 0.6 0.0 0.4
H 1.3 -2.5 3.1
H 0.3 0.8 4.2
H 2.4 -0.4 -2.4
H 0.1 -0.5 0.3



Here is a molecular structure, C35H43AsN6O2Si2Ti from the OMol25 dataset. Energies are from ωB97M-V/def2-TZVPD.

Molar mass = 758.73 g mol⁻¹
Total energy = -5503.00822 a.u.
HOMO energy (spin up / spin down) = -0.45 / -0.45 eV
LUMO (spin up / spin down) = 4.280 / 4.281 eV
Charge = -2
Kohn-Sham gap (spin up / spin down) = 4.73 / 4.73 eV
ΔE to the lowest compared entry with this formula, charge and spin = 0.658 eV

Cartesian coordinates (Å):
1 Ti 0.858502 1.363223 0.824536
2 C 5.173940 -0.624991 -1.688954
3 C 4.029025 -1.284006 -1.261701
4 C 2.838737 -0.594447 -1.091049
5 C 2.773984 0.784067 -1.319738
6 C 3.930086 1.440909 -1.762489
7 C 5.110507 0.741040 -1.945522
8 N 1.595013 1.463454 -1.023508
9 C 1.128237 2.492597 -1.831752
10 C 1.364897 2.661934 -3.189237
11 C 0.754864 3.714005 -3.868027
12 C -0.104283 4.577728 -3.202124
13 C -0.372494 4.399613 -1.847522
14 C 0.245583 3.361780 -1.163739
15 N 0.066012 3.018279 0.169841
16 N -0.659462 3.924438 0.915044
17 C -0.609935 3.559379 2.163046
18 C -1.270021 4.290466 3.210222
19 C -1.156372 3.877589 4.494279
20 C -0.388116 2.718458 4.806785
21 C 0.202469 2.045728 3.777031
22 N 0.107611 2.420781 2.482496
23 H 6.100548 -1.168334 -1.832152
24 H 4.053200 -2.352246 -1.078976
25 H 1.925083 -1.109341 -0.814815
26 H 3.889016 2.508548 -1.939483
27 H 5.995833 1.270090 -2.282660
28 H 1.992664 1.954466 -3.716067
29 H 0.932205 3.836508 -4.930450
30 H -0.586841 5.383680 -3.744059
31 H -1.054369 5.042306 -1.308923
32 H -1.845532 5.161851 2.928498
33 H -1.655275 4.426326 5.286161
34 H -0.286513 2.359754 5.821312
35 H 0.779578 1.146119 3.959121
36 C 5.048001 2.244815 1.774007
37 C 3.767737 1.442887 1.825177
38 O 2.731178 2.035019 1.386984
39 C 3.797461 0.161409 2.341661
40 C 2.659106 -0.659338 2.493675
41 C 2.825330 -1.945616 3.257736
42 N 1.488567 -0.346856 1.985849
43 N 0.449007 -1.190934 2.391060
44 C -0.670991 -0.785107 1.875520
45 O -0.774132 0.193251 1.037958
46 C -1.916602 -1.414465 2.386228
47 C -3.143222 -0.863297 2.036842
48 C -4.321874 -1.418838 2.513871
49 C -4.285549 -2.534702 3.336174
50 C -3.059127 -3.095733 3.679367
51 C -1.882605 -2.539375 3.209204
52 H 5.714722 1.996334 2.599800
53 H 4.806426 3.306584 1.789700
54 H 5.560465 2.025486 0.834195
55 H 4.740663 -0.214162 2.713402
56 H 3.791091 -1.965595 3.760677
57 H 2.763146 -2.788776 2.565582
58 H 2.016341 -2.072569 3.973615
59 H -3.150389 -0.003145 1.380197
60 H -5.272964 -0.986050 2.227733
61 H -5.206766 -2.973272 3.701876
62 H -3.024210 -3.976073 4.310984
63 H -0.921419 -2.965600 3.462027
64 C -3.846767 -0.388334 -4.051659
65 Si -2.935621 -0.482027 -2.380319
66 C -4.050256 -1.616064 -1.311890
67 C -3.082971 1.259610 -1.654032
68 As -0.710057 -1.005590 -2.524364
69 Si -0.895810 -3.285658 -2.486372
70 C -0.953449 -4.030846 -0.729574
71 C -2.364721 -4.103672 -3.390775
72 C 0.653952 -4.068062 -3.263620
73 H -4.906040 -0.134483 -3.925585
74 H -3.777960 -1.343051 -4.579069
75 H -3.376718 0.372546 -4.679557
76 H -4.874263 -2.027788 -1.903737
77 H -4.487459 -1.050411 -0.485479
78 H -3.493575 -2.446663 -0.877098
79 H -4.124077 1.516464 -1.425548
80 H -2.699885 2.001828 -2.360341
81 H -2.490331 1.345879 -0.740101
82 H -1.962048 -3.969805 -0.310650
83 H -0.295223 -3.464078 -0.066701
84 H -0.645440 -5.083681 -0.711853
85 H -3.272375 -4.067841 -2.784066
86 H -2.146185 -5.155022 -3.612483
87 H -2.568673 -3.590939 -4.333158
88 H 1.547065 -3.775769 -2.704237
89 H 0.782385 -3.722888 -4.291781
90 H 0.588729 -5.161658 -3.262491

Cartesian forces, eV/Å:
Ti 0.4 0.3 0.4
C 0.0 0.0 0.0
C 0.0 0.0 0.0
C 0.0 0.0 0.0
C 0.0 -0.1 -0.1
C 0.0 0.0 0.0
C 0.0 0.0 0.0
N -0.3 0.0 0.0
C -0.1 -0.1 0.0
C 0.0 0.0 0.0
C 0.0 0.0 0.0
C 0.0 0.0 0.0
C 0.1 0.0 0.1
C -0.1 -0.1 -0.2
N -0.2 0.1 -0.1
N 0.0 0.0 0.1
C 0.0 -0.1 -0.1
C 0.0 0.0 0.0
C 0.0 0.0 0.0
C 0.0 0.0 0.0
C 0.0 0.0 0.0
N 0.1 0.0 0.1
H 0.0 0.0 0.0
H 0.0 0.0 0.0
H 0.0 0.0 0.0
H 0.0 0.0 0.0
H 0.0 0.0 0.0
H 0.0 0.0 0.0
H 0.0 0.0 0.0
H 0.0 0.0 0.0
H 0.0 0.0 0.0
H 0.0 0.0 0.0
H 0.0 0.0 0.0
H 0.0 0.0 0.0
H 0.0 0.0 0.0
C 0.0 0.0 -0.1
C 0.1 0.0 0.1
O -0.3 -0.3 -0.1
C 0.0 0.0 0.0
C 0.0 -0.1 -0.1
C 0.0 0.0 0.0
N 0.1 0.1 0.2
N -0.2 -0.1 0.0
C 0.2 0.1 0.2
O 0.3 0.2 -0.1
C -0.2 -0.2 -0.3
C 0.1 0.0 0.0
C 0.0 0.0 0.0
C 0.0 0.0 0.0
C 0.0 0.0 0.0
C 0.0 0.0 0.0
H 0.0 0.0 0.0
H 0.0 0.0 0.0
H 0.0 0.0 0.0
H 0.0 0.0 0.0
H 0.0 0.0 0.0
H 0.0 0.0 0.0
H 0.0 0.0 0.0
H 0.0 0.0 0.0
H 0.0 0.0 0.0
H 0.0 0.0 0.0
H 0.0 0.0 0.0
H 0.0 0.0 0.0
C 0.0 0.0 0.0
Si 0.0 0.0 0.1
C 0.0 0.0 0.0
C 0.0 0.0 0.0
As 0.1 -0.1 -0.2
Si -0.1 0.0 0.1
C 0.0 0.0 -0.1
C 0.1 0.0 0.0
C 0.0 0.0 0.0
H 0.0 0.0 0.0
H 0.0 0.0 0.0
H 0.0 0.0 0.0
H 0.0 0.0 0.0
H 0.0 0.0 0.0
H 0.0 0.0 0.0
H 0.0 0.0 0.0
H 0.0 0.0 0.0
H 0.0 0.0 0.0
H 0.0 0.0 0.0
H 0.0 0.0 0.0
H 0.0 0.0 0.0
H 0.0 0.0 0.0
H 0.0 0.0 0.0
H 0.0 0.0 0.0
H 0.0 0.0 0.0
H 0.0 0.0 0.0
H 0.0 0.0 0.0



Here is a molecular structure, C43H70GaN2O18S3 at a distorted geometry from the OMol25 dataset. Energies are from ωB97M-V/def2-TZVPD.

Molar mass = 1068.95 g mol⁻¹
Total energy = -6263.62118 a.u.
HOMO energy = -4.83 eV
LUMO = 1.474 eV
Charge = -1
Kohn-Sham gap = 6.31 eV

Cartesian coordinates (Å):
1 C 3.525998 6.550167 2.076071
2 O 2.905022 5.314368 2.410265
3 C 3.622927 4.202838 1.841404
4 C 3.130931 2.792683 2.414044
5 C 2.755462 1.910515 1.142651
6 Ga 1.943688 0.068318 1.590487
7 C 1.121177 -0.049871 3.468987
8 C -0.286144 0.637306 3.627927
9 C -1.400389 0.063318 2.675772
10 C -2.809324 -0.093471 3.347818
11 S -4.025912 -0.514430 2.015994
12 O -3.868489 0.360548 0.852559
13 O -5.409500 -0.449412 2.478106
14 O -3.693073 -2.047008 1.462640
15 C 0.612137 -0.417598 0.070996
16 C 1.290596 -0.608558 -1.340227
17 C 1.521858 0.750110 -2.134502
18 S 0.221956 1.089657 -3.400430
19 C -0.113982 2.864087 -3.567857
20 S -0.410213 3.419989 -5.103000
21 N -0.174542 3.816918 -2.492064
22 C 0.743043 4.166526 -1.501412
23 C 0.179075 5.170296 -0.632384
24 N -1.104858 5.444097 -1.166804
25 C -1.279552 4.648415 -2.228341
26 C 3.480736 -1.343139 1.504675
27 C 4.611261 -0.928083 0.498476
28 O 5.270053 -2.127492 -0.029782
29 C 4.854338 -2.423113 -1.308212
30 C 4.032987 -3.706839 -1.666764
31 O 5.151696 -1.687281 -2.221084
32 H 3.164732 7.331363 2.803326
33 H 4.644607 6.530166 2.158448
34 H 3.259091 6.924230 1.049351
35 H 4.733338 4.352590 1.952273
36 H 3.417766 4.217424 0.726752
37 H 2.205936 3.034814 3.010280
38 H 3.905859 2.328623 3.057418
39 H 1.974003 2.500202 0.595884
40 H 3.710199 1.769748 0.566832
41 H 1.808599 0.435114 4.221723
42 H 1.007922 -1.120952 3.814165
43 H -0.636253 0.440878 4.691033
44 H -0.232830 1.759063 3.541194
45 H -1.101446 -0.953040 2.283620
46 H -1.485955 0.741298 1.790622
47 H -2.825026 -0.984188 4.036339
48 H -3.148580 0.791822 3.936184
49 H -2.869119 -1.983013 0.932563
50 H -0.216061 0.352659 0.022019
51 H 0.127106 -1.399952 0.345760
52 H 0.607148 -1.260506 -1.967831
53 H 2.276727 -1.120655 -1.217113
54 H 2.486565 0.614149 -2.698419
55 H 1.670475 1.579005 -1.403308
56 H 1.759708 3.744549 -1.395133
57 H 0.695173 5.597996 0.250821
58 H -2.221765 4.688246 -2.816728
59 H 3.050578 -2.339722 1.223767
60 H 3.901932 -1.418388 2.541488
61 H 5.404236 -0.370109 1.074229
62 H 4.274306 -0.219530 -0.304397
63 H 4.736305 -4.589854 -1.692053
64 H 3.219201 -3.918136 -0.927011
65 H 3.611742 -3.621377 -2.702141
66 O -1.167508 -4.450282 1.847126
67 C -1.875352 -5.117724 2.543720
68 O -1.412214 -6.055937 3.414987
69 C -2.519978 -6.746891 4.008343
70 C -3.700496 -5.808459 3.861703
71 C -3.383226 -5.088558 2.562438
72 H -2.669208 -7.689293 3.473843
73 H -2.296921 -6.965530 5.052729
74 H -4.661739 -6.323083 3.856189
75 H -3.708376 -5.090415 4.686206
76 H -3.760418 -5.632207 1.692815
77 H -3.755349 -4.067308 2.567550
78 O 4.182002 0.799124 5.064195
79 C 5.295016 0.634388 4.658823
80 O 5.707313 0.971219 3.407590
81 C 7.060406 0.539278 3.212693
82 C 7.640525 0.403712 4.605944
83 C 6.428582 -0.010807 5.421921
84 H 7.047871 -0.411677 2.672964
85 H 7.596483 1.276431 2.615090
86 H 8.470286 -0.301706 4.660070
87 H 8.001977 1.375446 4.953578
88 H 6.286603 -1.093291 5.420058
89 H 6.479100 0.367740 6.440884
90 O -5.062732 -6.619199 -1.103260
91 C -5.947658 -5.856340 -0.828645
92 O -6.810484 -6.034460 0.205330
93 C -7.805537 -4.998510 0.183690
94 C -7.181022 -3.862531 -0.599001
95 C -6.295679 -4.600650 -1.588673
96 H -8.705487 -5.390853 -0.298081
97 H -8.051069 -4.706312 1.204436
98 H -7.915194 -3.208124 -1.068478
99 H -6.561696 -3.251740 0.063501
100 H -6.836927 -4.873130 -2.496094
101 H -5.401589 -4.028881 -1.831335
102 O 3.362370 4.928350 -4.329523
103 C 3.803255 4.760022 -5.426743
104 O 5.135439 4.744700 -5.713404
105 C 5.320462 4.631177 -7.130339
106 C 4.033431 4.026485 -7.654381
107 C 2.997695 4.582235 -6.692014
108 H 5.507366 5.628851 -7.538244
109 H 6.184107 3.998913 -7.336074
110 H 3.837940 4.269015 -8.699359
111 H 4.071414 2.937929 -7.563347
112 H 2.622583 5.555522 -7.014725
113 H 2.175674 3.884906 -6.538960
114 O -6.672531 -5.128493 -4.708297
115 C -5.558825 -5.281693 -5.127448
116 O -5.179425 -4.955169 -6.389774
117 C -3.820061 -5.363956 -6.603634
118 C -3.212569 -5.467575 -5.219924
119 C -4.401130 -5.893368 -4.375304
120 H -3.823818 -6.322982 -7.129220
121 H -3.309601 -4.625684 -7.221477
122 H -2.368779 -6.155588 -5.170743
123 H -2.864087 -4.484512 -4.893336
124 H -4.522387 -6.978099 -4.357828
125 H -4.339103 -5.499941 -3.363982
126 O -2.034423 3.301625 1.624989
127 C -2.869750 4.117302 1.857334
128 O -3.727290 4.043103 2.917052
129 C -4.670319 5.118967 2.843656
130 C -4.003429 6.173142 1.982573
131 C -3.168386 5.334463 1.027651
132 H -5.595565 4.742024 2.398803
133 H -4.885899 5.485126 3.847877
134 H -4.713291 6.832860 1.482387
135 H -3.345215 6.792189 2.598495
136 H -3.736244 5.034529 0.145628
137 H -2.255101 5.841803 0.738818

Cartesian forces, eV/Å:
C -0.3 0.9 0.3
O 1.1 0.3 0.0
C -0.1 -0.7 -0.6
C -0.5 1.3 -1.4
C 0.2 0.2 1.3
Ga 0.2 -0.2 0.0
C -0.5 0.3 0.6
C -0.4 -0.5 1.1
C 0.2 0.1 -0.4
C 0.7 -1.1 -0.1
S -2.0 2.5 -2.1
O 1.0 -1.2 1.3
O 1.7 -1.5 0.6
O 0.1 1.3 1.0
C -0.3 -0.1 -0.3
C -1.3 0.3 0.0
C 1.3 -0.6 0.8
S 0.1 1.2 0.6
C 0.6 0.2 -0.6
S -0.2 -0.5 1.1
N -0.6 0.7 1.2
C 0.4 1.1 2.3
C 0.1 -2.7 -3.6
N 1.1 -1.2 -0.8
C 0.0 1.1 1.0
C 0.4 0.3 -0.3
C -0.4 0.7 1.9
O -1.0 -0.8 -1.3
C 0.1 0.2 -0.9
C 0.4 -0.4 0.6
O -0.2 -0.1 0.2
H 0.2 -0.8 -0.6
H -0.8 -0.2 -0.1
H 0.2 -0.5 0.6
H -0.8 -0.1 0.2
H 0.3 -0.1 1.0
H 0.9 -0.4 -0.4
H -0.7 0.4 -0.5
H 0.8 -0.4 0.1
H -0.9 0.3 0.0
H -0.6 -0.5 -0.8
H 0.1 0.9 -0.4
H 0.2 0.3 -0.9
H -0.1 -1.1 -0.2
H -0.1 1.0 0.5
H -0.1 -0.6 0.7
H 0.0 0.8 -0.6
H -0.1 -0.5 -1.0
H -0.3 0.0 0.2
H 0.7 -0.8 -0.2
H 0.4 0.8 -0.2
H 0.9 0.5 0.4
H -0.7 0.4 -0.3
H -1.0 0.4 0.3
H -0.4 -0.6 -0.6
H -1.0 0.1 -0.4
H -0.8 -0.2 -0.8
H 1.2 -0.4 0.3
H 0.4 0.7 0.2
H -0.2 -0.2 -0.8
H -0.7 -0.5 -0.7
H 0.3 -1.1 0.3
H -0.7 0.8 0.2
H 0.8 0.2 -0.6
H 0.4 0.3 1.1
O 0.2 -0.2 0.3
C -0.1 0.3 -0.6
O 0.1 0.2 -0.1
C -0.1 -0.2 0.2
C -0.4 0.0 0.1
C -0.3 -0.1 0.6
H 0.0 0.0 0.0
H 0.2 0.0 -0.1
H 0.1 0.0 0.0
H 0.0 -0.1 0.0
H 0.0 0.1 -0.1
H 0.1 -0.1 -0.3
O 0.3 0.2 -0.3
C -0.6 -0.4 0.3
O 0.1 0.0 0.2
C 0.2 0.0 -0.2
C 0.4 -0.1 0.2
C 0.5 0.2 -0.1
H 0.0 0.0 0.0
H -0.2 0.0 -0.1
H 0.0 0.0 -0.1
H 0.0 0.0 0.0
H -0.1 0.0 0.1
H -0.3 -0.2 0.0
O -0.1 -0.2 0.5
C 0.2 0.0 -0.6
O 0.3 -0.2 -0.1
C -0.3 0.2 0.1
C 0.0 0.5 -0.1
C -0.3 0.4 0.5
H 0.1 0.0 0.0
H 0.1 -0.2 0.0
H 0.0 -0.1 0.1
H -0.1 0.0 0.0
H 0.2 0.0 -0.1
H 0.0 -0.2 -0.2
O 0.4 -0.1 0.0
C -0.6 0.3 0.3
O -0.1 0.0 0.1
C 0.2 0.0 -0.2
C -0.2 -0.1 -0.4
C 0.2 -0.4 -0.4
H 0.0 0.0 0.0
H 0.0 0.1 0.2
H 0.1 0.0 0.0
H 0.0 0.1 0.0
H -0.1 0.0 0.1
H -0.1 0.3 0.2
O 0.0 0.2 -0.5
C -0.3 -0.3 0.3
O -0.2 0.1 0.2
C 0.3 0.0 -0.2
C 0.4 -0.1 0.2
C 0.4 0.4 -0.2
H 0.0 0.0 0.0
H -0.2 0.0 -0.1
H 0.0 0.0 -0.1
H 0.0 -0.1 0.0
H -0.1 0.0 0.2
H -0.2 -0.3 0.1
O 0.1 -0.4 0.5
C 0.1 -0.2 -0.6
O 0.1 0.0 0.1
C -0.2 0.1 0.1
C -0.1 0.3 -0.2
C -0.3 0.7 0.6
H 0.0 0.0 0.0
H 0.1 -0.2 0.0
H 0.0 -0.1 0.1
H -0.1 0.0 0.0
H 0.2 0.0 -0.1
H -0.1 -0.3 -0.3